This record from OMol25 describes a structure of composition C31H49LaNO4P2. The level of theory is the ωB97M-V functional and the def2-TZVPD basis.

Properties
net charge: +1
lowest unoccupied orbital energy: -3.115 eV
HOMO-LUMO gap: 7.666 eV

Geometry as XYZ:
```
88
Properties=species:S:1:pos:R:3:mulliken_charge:R:1
La 0.06 -0.09 -0.16 0.5402
C -0.41 -2.13 -1.95 0.0677
C 0.49 -1.30 -2.69 0.7775
C 1.63 -2.10 -0.84 0.2488
C 0.30 -2.65 -0.83 0.4316
C 1.75 -1.28 -2.01 0.2737
C -1.84 -2.40 -2.31 -1.3468
H -2.29 -1.55 -2.84 0.3077
H -2.46 -2.59 -1.42 0.2437
H -1.95 -3.27 -2.96 0.3154
C -0.26 -3.56 0.22 -0.8927
H -1.31 -3.80 0.03 0.4305
H -0.20 -3.10 1.21 -0.0671
H 0.29 -4.51 0.29 0.2752
C 2.66 -2.21 0.23 -0.4981
H 3.43 -2.96 -0.01 0.4768
H 2.23 -2.51 1.19 -0.1109
H 3.21 -1.26 0.39 0.1160
C 3.00 -0.62 -2.50 -1.2321
H 3.58 -1.30 -3.14 0.2712
H 3.65 -0.31 -1.68 0.3130
H 2.78 0.27 -3.10 0.1617
C 0.25 -0.78 -4.06 -0.9096
H 0.29 -1.58 -4.83 0.2721
H 1.01 -0.04 -4.34 0.3398
H -0.73 -0.30 -4.14 0.0653
C -1.44 3.03 -1.92 -0.1224
C -1.70 2.14 -2.88 0.2077
C -1.70 2.51 -4.34 -1.3885
C -0.33 2.81 -5.03 -1.1931
C 0.93 2.77 -4.20 -0.2972
C 1.17 3.68 -3.25 -0.4550
C 0.20 4.80 -2.96 -0.9897
C -1.14 4.48 -2.23 -1.1595
H -2.33 3.40 -4.52 0.5038
H -0.44 3.81 -5.48 0.4776
H -2.19 1.69 -4.90 0.4010
H -1.94 4.93 -2.85 0.3905
H -1.51 2.78 -0.85 0.4810
H -1.99 1.10 -2.65 0.5247
H -1.15 5.04 -1.28 0.3400
H 0.73 5.55 -2.35 0.4279
H 2.12 3.72 -2.70 0.5078
H -0.08 5.30 -3.91 0.3983
H -0.22 2.09 -5.86 0.3099
H 1.70 2.04 -4.51 0.7587
P -2.73 0.05 0.77 0.6010
C -3.12 -1.54 1.60 -0.9608
H -4.06 -1.43 2.16 0.5190
H -2.33 -1.85 2.31 0.0406
H -3.24 -2.34 0.85 0.2854
C -2.95 1.23 2.15 -1.0865
H -3.91 1.05 2.64 0.4201
H -2.93 2.26 1.75 0.3776
H -2.13 1.11 2.88 0.1726
C -4.19 0.32 -0.28 -1.3000
H -4.17 1.36 -0.66 0.3707
H -5.12 0.15 0.28 0.4489
H -4.15 -0.37 -1.14 0.3271
P 1.84 1.98 0.97 0.7429
C 3.41 2.22 0.06 -1.2327
H 3.86 3.18 0.33 0.4450
H 3.24 2.18 -1.03 0.1282
H 4.11 1.40 0.31 0.4292
C 1.23 3.68 1.27 -1.2540
H 1.30 4.27 0.34 0.2916
H 1.82 4.18 2.06 0.4819
H 0.18 3.63 1.58 0.3207
C 2.44 1.49 2.62 -1.3635
H 3.20 2.19 2.99 0.5784
H 2.87 0.48 2.58 0.2665
H 1.59 1.47 3.32 0.3019
O -0.37 0.12 3.75 -0.8206
C 0.03 -0.93 3.22 -0.8639
O 0.26 -1.08 1.91 1.4506
C 0.30 -2.14 4.06 0.8318
C 0.92 -3.32 3.58 0.1080
C 1.04 -4.43 4.40 -0.8051
C 0.54 -4.39 5.72 -0.2561
C -0.04 -3.20 6.22 -0.5239
C -0.15 -2.09 5.40 -0.8610
N 0.58 -5.54 6.55 0.9423
O 1.07 -6.60 6.09 -0.5708
O 0.10 -5.45 7.71 -0.5750
H 1.32 -3.36 2.56 0.1309
H 1.50 -5.34 4.04 0.4985
H -0.39 -3.17 7.24 0.4945
H -0.60 -1.17 5.77 0.4739
```